Entry 1:
90
Properties=species:S:1:pos:R:3 method="wB97M-V/def2-TZVPD" charge=-2 e_tot_ha=-16971.5569 orbital_gap_ev=1.12 multiplicity=1 mol_weight_da=1423.93
C -0.25 -2.82 -1.76
C -0.82 -1.35 -1.61
O -0.06 -0.36 -2.38
Si 0.15 1.09 -1.56
Br 1.13 2.45 -3.07
O 1.28 0.84 -0.37
Si 1.54 2.08 0.69
F 1.30 3.53 0.07
C 0.58 1.87 2.27
C 0.49 3.23 3.05
C -0.95 3.46 3.54
I -1.44 1.91 4.95
P 3.74 1.98 1.19
N 4.54 2.62 0.02
O 4.07 2.90 2.56
O 4.09 0.45 1.49
P -1.66 2.04 -0.76
C -1.78 3.82 -1.27
C -3.04 4.20 -2.07
C -3.20 1.06 -1.12
C -3.49 0.14 0.12
H -0.50 -3.26 -2.76
H 0.82 -2.88 -1.57
H -0.84 -3.42 -1.05
H -0.93 -1.03 -0.58
H -1.86 -1.39 -2.07
H -0.41 1.48 2.04
H 1.05 1.12 2.92
H 0.84 4.08 2.46
H 1.08 3.14 3.97
H -1.67 3.36 2.72
H -1.07 4.43 4.00
H 5.17 1.91 -0.35
H 3.32 2.88 3.19
H 4.98 0.39 1.89
H -0.92 4.15 -1.85
H -1.75 4.42 -0.36
H -3.97 3.81 -1.67
H -2.93 3.97 -3.13
H -3.13 5.29 -2.03
H -3.15 0.48 -2.04
H -4.07 1.71 -1.21
H -3.75 -0.87 -0.19
H -4.29 0.60 0.70
H -2.62 0.12 0.77
Li 4.16 4.22 4.00
B -3.40 -4.09 -5.19
O -3.68 -3.67 -3.80
C -4.29 -2.55 -3.84
O -4.60 -1.90 -2.87
C -4.48 -2.12 -5.30
O -4.95 -1.08 -5.66
O -3.97 -3.04 -6.07
O -2.03 -4.05 -5.36
C -1.55 -5.20 -5.71
O -0.40 -5.24 -5.85
C -2.73 -6.19 -5.79
O -2.71 -7.34 -6.07
O -3.88 -5.46 -5.47
C 0.58 -1.94 6.53
Br 1.24 -1.43 4.77
Br 0.64 -0.46 7.78
Br -1.17 -2.71 6.46
H 1.26 -2.69 6.90
O -5.74 -5.22 7.22
S -4.56 -4.41 7.57
O -3.61 -5.20 8.38
O -5.00 -3.23 8.37
O -3.88 -3.95 6.33
C -3.17 8.05 -0.47
Cl -4.49 7.19 -1.28
Cl -1.58 7.36 -0.84
H -3.18 9.08 -0.80
H -3.33 8.00 0.60
C 7.91 -1.72 0.23
C 9.18 -1.35 0.95
O 8.72 -0.45 1.95
C 7.44 -0.81 2.22
O 6.83 -0.45 3.18
O 6.94 -1.63 1.28
F 10.05 -0.71 0.14
H 7.66 -1.00 -0.56
H 7.93 -2.71 -0.20
H 9.69 -2.19 1.43
Ca -1.23 -1.42 -4.06
O 0.42 -2.55 -4.56
S 1.58 -3.20 -3.77
O 2.57 -3.72 -4.72
O 1.03 -4.28 -2.93
O 2.18 -2.15 -2.91

Entry 2:
63
Properties=species:S:1:pos:R:3 method="wB97M-V/def2-TZVPD" s_squared=0.757 charge=+2 e_tot_ha=-2298.9242 orbital_gap_ev="7.73 / 2.68" multiplicity=2 mol_weight_da=477.52
Ca -1.37 3.21 0.29
C 1.43 0.59 1.18
C 0.13 0.06 0.65
O -1.00 0.92 0.62
H 1.34 0.94 2.21
H 1.92 1.36 0.59
H 2.11 -0.26 1.28
H -0.06 -0.86 1.20
H 0.33 -0.29 -0.37
C 2.83 1.73 -2.49
O 2.12 1.39 -3.66
H 3.73 1.13 -2.31
H 3.18 2.76 -2.47
H 2.18 1.56 -1.64
H 1.76 0.51 -3.54
C 1.71 4.16 2.03
O 0.72 3.56 1.71
N 2.80 4.14 1.33
N 1.80 4.99 3.02
H 3.67 4.53 1.68
H 2.90 3.77 0.40
H 2.51 5.70 3.15
H 1.02 5.06 3.65
C -1.87 1.98 4.34
O -2.53 2.17 5.35
N -0.59 2.17 4.30
N -2.36 1.45 3.25
H -0.24 2.65 5.12
H -0.01 1.96 3.50
H -3.36 1.32 3.22
H -1.72 1.29 2.49
C -1.90 1.43 -2.85
O -2.05 2.21 -1.93
N -2.70 1.31 -3.88
N -0.99 0.52 -2.87
H -3.48 1.95 -3.96
H -2.74 0.45 -4.41
H -1.00 -0.32 -3.44
H -0.43 0.52 -2.03
C -0.40 -4.80 -0.69
O 0.50 -5.47 -1.14
N -1.60 -4.88 -1.12
N -0.21 -4.04 0.34
H -1.59 -5.57 -1.85
H -2.42 -4.61 -0.59
H -0.95 -3.40 0.61
H 0.76 -4.00 0.60
C 2.29 -2.33 -2.37
O 2.04 -1.36 -3.12
N 2.49 -2.23 -1.08
N 2.31 -3.54 -2.73
H 2.73 -2.98 -0.44
H 2.45 -1.31 -0.66
H 2.11 -4.24 -2.02
H 1.79 -3.66 -3.59
C -3.09 -2.32 0.58
O -3.88 -3.26 0.54
N -2.93 -1.38 -0.32
N -2.22 -2.27 1.55
H -3.51 -1.23 -1.14
H -2.28 -0.65 -0.07
H -2.46 -2.81 2.37
H -1.72 -1.40 1.65

Entry 3:
15
Properties=species:S:1:pos:R:3 method="wB97M-V/def2-TZVPD" e_tot_ha=-1765.9441 orbital_gap_ev=8.50 multiplicity=1 mol_weight_da=185.36 e_above_lowest_ev=1.098 smiles="S=C(S)N(S)CCS"
C -0.79 0.06 0.89
C -1.86 0.27 -0.11
C 1.52 -0.48 0.07
N 0.51 0.34 0.35
S -1.61 -0.93 -1.51
S 2.97 0.29 -0.53
S 1.40 -2.13 0.08
S 0.70 2.11 0.33
H -0.86 0.67 1.90
H -0.69 -1.04 1.30
H -2.97 0.21 0.26
H -1.59 1.14 -0.66
H 3.79 -0.75 -0.64
H -1.96 -1.97 -0.93
H 1.44 2.21 -0.79

Entry 4:
24
Properties=species:S:1:pos:R:3 method="wB97M-V/def2-TZVPD" charge=+1 e_tot_ha=-765.7226 orbital_gap_ev="6.47 / 6.46" multiplicity=1 mol_weight_da=156.27 e_above_lowest_ev=5.449
C 1.51 1.61 -0.12
C 2.81 -0.55 0.16
C 2.60 2.04 -0.72
C 3.40 -1.46 -0.60
C -1.09 -0.94 0.44
C -0.84 -2.07 -0.47
C -0.52 -0.97 1.75
C -2.47 1.13 0.81
N -1.82 0.11 -0.04
S 1.73 0.26 1.05
H 3.52 1.51 -0.59
H 2.49 2.82 -1.46
H 2.96 -2.38 -0.98
H 4.35 -1.39 -0.99
H 0.02 -1.74 -1.25
H -1.66 -2.50 -1.11
H -0.33 -2.83 0.06
H -0.83 -0.08 2.45
H 0.60 2.00 -0.25
H -0.16 -1.87 2.14
H -2.12 2.16 0.39
H -3.56 1.07 0.90
H -1.94 0.92 1.75
H -2.20 0.03 -0.92

Entry 5:
63
Properties=species:S:1:pos:R:3 method="wB97M-V/def2-TZVPD" charge=-1 e_tot_ha=-3406.3570 orbital_gap_ev=6.68 multiplicity=1 mol_weight_da=753.10
Tl -0.20 -0.15 1.76
C 3.21 1.39 6.79
N 3.18 2.34 5.70
C 4.20 3.22 5.34
C 3.79 3.91 4.27
N 2.52 3.45 3.98
C 2.13 2.47 4.84
S 0.70 1.61 4.81
H 3.93 1.73 7.53
H 3.51 0.40 6.43
H 2.22 1.31 7.22
H 5.13 3.26 5.89
H 4.27 4.67 3.69
H 1.94 3.71 3.20
C -1.41 -2.99 -0.67
C -0.54 -2.10 -1.54
C -1.36 -0.96 -2.13
C 0.17 -2.90 -2.62
O 0.47 -1.57 -0.62
P 1.41 -0.30 -0.96
O 1.91 -0.32 -2.35
O 0.71 0.92 -0.41
O 2.55 -0.72 0.12
C 3.69 0.10 0.42
C 3.30 1.17 1.43
C 4.69 -0.87 1.04
C 4.28 0.74 -0.83
H -2.20 -3.44 -1.27
H -1.88 -2.41 0.13
H -0.80 -3.78 -0.22
H -2.15 -1.38 -2.75
H -0.74 -0.31 -2.75
H -1.82 -0.37 -1.34
H -0.58 -3.30 -3.31
H 0.71 -3.74 -2.17
H 0.87 -2.27 -3.16
H 2.93 0.71 2.35
H 2.51 1.80 1.01
H 4.17 1.78 1.68
H 4.25 -1.35 1.92
H 5.59 -0.34 1.36
H 4.96 -1.64 0.32
H 3.58 1.45 -1.28
H 4.51 -0.02 -1.58
H 5.20 1.27 -0.56
S -6.38 -3.22 -1.93
C -5.48 -2.05 -1.14
S -5.00 -2.21 0.51
C -4.10 -0.71 0.46
N -4.18 -0.13 -0.70
N -4.96 -0.89 -1.58
C -5.05 -0.34 -2.90
C -3.99 0.44 -3.37
C -4.05 0.98 -4.65
C -5.16 0.75 -5.46
C -6.20 -0.02 -4.97
C -6.16 -0.57 -3.70
S -3.21 -0.18 1.82
H -3.14 0.61 -2.73
H -3.22 1.57 -5.00
H -5.20 1.17 -6.46
H -7.08 -0.20 -5.59
H -6.98 -1.17 -3.33

Entry 6:
88
Properties=species:S:1:pos:R:3 method="wB97M-V/def2-TZVPD" charge=-1 e_tot_ha=-3517.5985 orbital_gap_ev=7.84 multiplicity=1 mol_weight_da=842.68 e_above_lowest_ev=0.000
Cs -1.14 3.63 -0.67
S -0.58 0.18 -0.27
O -0.79 1.22 0.77
O -1.12 -1.09 0.22
O -1.16 0.71 -1.53
O 0.88 0.01 -0.51
C 0.52 -4.32 0.07
C 0.07 -4.32 1.51
O 0.49 -5.14 2.32
N -0.86 -3.40 1.84
C -1.44 -3.31 3.16
H 0.31 -5.29 -0.37
H 1.60 -4.17 0.06
H 0.05 -3.51 -0.48
H -1.09 -2.67 1.18
H -0.65 -3.21 3.92
H -1.97 -4.23 3.42
H -2.06 -2.43 3.26
C -1.31 -2.19 -3.62
C -1.21 -1.10 -4.67
O -0.89 -1.37 -5.81
N -1.52 0.15 -4.26
C -1.60 1.26 -5.16
H -2.24 -2.73 -3.75
H -1.19 -1.85 -2.59
H -0.48 -2.88 -3.80
H -1.54 0.30 -3.25
H -2.61 1.37 -5.56
H -0.92 1.13 -5.99
H -1.36 2.19 -4.62
C 2.61 -1.96 -2.64
C 3.79 -1.40 -1.87
O 4.93 -1.73 -2.15
N 3.48 -0.53 -0.87
C 4.49 0.18 -0.17
H 2.42 -1.35 -3.52
H 1.69 -2.03 -2.06
H 2.86 -2.97 -2.95
H 2.48 -0.32 -0.74
H 4.20 0.46 0.85
H 4.81 1.13 -0.64
H 5.40 -0.42 -0.07
C -2.29 0.70 4.04
C -1.77 2.12 4.13
O -1.92 2.77 5.15
N -1.09 2.57 3.04
C -0.43 3.82 2.91
H -2.09 0.22 4.99
H -1.83 0.15 3.21
H -3.36 0.71 3.84
H -1.07 1.92 2.26
H -0.92 4.51 2.20
H 0.56 3.67 2.44
H -0.18 4.33 3.83
C 1.53 1.56 -3.26
C 2.25 2.60 -2.42
O 2.86 3.52 -2.94
N 2.13 2.44 -1.07
C 2.93 3.22 -0.13
H 2.17 1.40 -4.12
H 0.63 2.02 -3.67
H 1.25 0.63 -2.78
H 1.49 1.71 -0.77
H 2.31 3.98 0.35
H 3.70 3.73 -0.71
H 3.39 2.56 0.61
C -4.13 -0.12 -1.28
C -3.94 0.17 0.23
O -5.25 0.25 0.81
S -6.34 0.39 -0.32
O -6.46 1.76 -0.72
O -7.47 -0.34 0.08
O -5.54 -0.40 -1.44
H -3.60 -1.02 -1.57
H -3.85 0.70 -1.93
H -3.43 1.13 0.37
H -3.34 -0.58 0.73
C 1.95 -0.92 2.72
C 1.57 0.57 2.69
O 2.47 1.21 3.58
S 3.46 0.18 4.27
O 2.94 -0.25 5.49
O 4.76 0.72 4.21
O 3.30 -0.95 3.17
H 1.83 -1.44 1.77
H 1.31 -1.46 3.43
H 0.51 0.59 2.93
H 1.66 0.96 1.68

Entry 7:
28
Properties=species:S:1:pos:R:3 method="wB97M-V/def2-TZVPD" e_tot_ha=-524.2694 orbital_gap_ev=9.51 multiplicity=1 mol_weight_da=160.24 e_above_lowest_ev=0.000 smiles=CC(C)[C@@H]1NN(C)[C@@H](F)[C@H]1C
C -0.63 1.06 -0.46
C 0.21 -0.16 0.23
C -1.99 0.36 -0.75
C -1.02 2.20 0.41
C 2.51 -1.09 0.83
C 2.28 0.52 -1.05
C -2.23 -1.83 0.63
C 1.71 0.11 0.27
N -0.22 -1.33 -0.48
N -1.60 -1.24 -0.56
F -2.79 0.62 0.27
H -0.14 1.22 -1.45
H -0.20 -0.30 1.27
H -2.59 0.54 -1.60
H -0.26 3.13 0.47
H -1.43 2.02 1.46
H -1.81 2.63 -0.25
H 3.54 -0.95 0.65
H 2.17 -2.14 0.56
H 2.29 -0.92 1.93
H 1.87 0.08 -2.11
H 3.34 0.29 -1.15
H 2.21 1.63 -1.14
H -3.27 -2.11 0.27
H -1.75 -2.76 0.69
H -2.38 -1.15 1.41
H 1.86 0.90 0.97
H 0.32 -1.34 -1.34

Entry 8:
73
Properties=species:S:1:pos:R:3 method="wB97M-V/def2-TZVPD" s_squared=0.751 charge=+1 e_tot_ha=-10820.2515 orbital_gap_ev="6.84 / 6.84" multiplicity=2 mol_weight_da=1104.67 e_above_lowest_ev=0.237
Yb 0.16 0.45 -0.49
C -2.86 -3.93 2.22
N -2.64 -2.63 1.62
C -3.66 -1.66 1.34
C -2.97 -0.66 0.76
N -1.61 -0.86 0.77
C -1.38 -2.04 1.37
P 0.32 -2.38 2.03
C 1.48 -2.60 0.67
N 1.65 -1.73 -0.39
C 2.92 -1.94 -0.81
C 3.57 -2.95 -0.15
N 2.58 -3.41 0.78
C 2.79 -4.52 1.74
C 0.84 -0.78 2.68
N 1.23 0.24 1.84
C 1.34 1.38 2.67
C 1.18 1.05 3.97
N 0.88 -0.32 4.01
C 0.38 -1.09 5.18
H -3.83 -4.21 1.83
H -2.78 -3.86 3.32
H -2.13 -4.68 1.87
H -4.72 -1.83 1.58
H -3.47 0.22 0.31
H 3.36 -1.21 -1.50
H 4.56 -3.42 -0.26
H 1.84 -5.07 1.73
H 3.06 -4.20 2.78
H 3.58 -5.11 1.25
H 1.37 2.36 2.18
H 1.16 1.71 4.84
H 0.32 -0.41 6.03
H 1.16 -1.81 5.45
H -0.60 -1.55 4.96
Cl -2.55 -2.28 -2.19
C -0.98 -2.07 -3.02
C -0.16 -0.92 -2.98
C 0.93 -0.70 -3.84
Cl 1.96 0.78 -3.80
C 1.26 -1.68 -4.79
Cl 2.55 -1.44 -5.97
C 0.60 -2.90 -4.65
Cl 1.10 -4.10 -5.83
C -0.44 -3.20 -3.73
Cl -1.02 -4.80 -3.52
Br -0.73 6.49 2.70
C -1.47 4.97 1.85
C -1.81 3.89 2.69
C -1.73 2.66 2.08
N -1.59 2.46 0.73
C -1.62 3.57 -0.02
C -1.49 4.86 0.48
C -1.77 3.28 -1.44
C -2.20 4.19 -2.45
C -2.33 3.76 -3.77
Br -2.54 4.90 -5.23
C -2.32 2.37 -4.05
C -1.97 1.52 -3.01
N -1.56 1.94 -1.81
H -1.77 4.04 3.74
H -1.78 1.77 2.70
H -1.37 5.80 -0.09
H -2.26 5.25 -2.16
H -2.41 2.08 -5.11
H -1.94 0.45 -3.12
O 1.31 2.25 -0.73
N 2.40 1.53 -0.82
C 3.47 2.14 -1.13
C 3.67 3.52 -0.80
N 3.70 4.64 -0.56
C 4.50 1.52 -1.97
N 5.29 0.93 -2.58

Repeat the seventh record exactly.
28
Properties=species:S:1:pos:R:3 method="wB97M-V/def2-TZVPD" e_tot_ha=-524.2694 orbital_gap_ev=9.51 multiplicity=1 mol_weight_da=160.24 e_above_lowest_ev=0.000 smiles=CC(C)[C@@H]1NN(C)[C@@H](F)[C@H]1C
C -0.63 1.06 -0.46
C 0.21 -0.16 0.23
C -1.99 0.36 -0.75
C -1.02 2.20 0.41
C 2.51 -1.09 0.83
C 2.28 0.52 -1.05
C -2.23 -1.83 0.63
C 1.71 0.11 0.27
N -0.22 -1.33 -0.48
N -1.60 -1.24 -0.56
F -2.79 0.62 0.27
H -0.14 1.22 -1.45
H -0.20 -0.30 1.27
H -2.59 0.54 -1.60
H -0.26 3.13 0.47
H -1.43 2.02 1.46
H -1.81 2.63 -0.25
H 3.54 -0.95 0.65
H 2.17 -2.14 0.56
H 2.29 -0.92 1.93
H 1.87 0.08 -2.11
H 3.34 0.29 -1.15
H 2.21 1.63 -1.14
H -3.27 -2.11 0.27
H -1.75 -2.76 0.69
H -2.38 -1.15 1.41
H 1.86 0.90 0.97
H 0.32 -1.34 -1.34